Computed, not measured: a structure of composition C33H39As2F3N3Os, with ωB97M-V/def2-TZVPD.

Calculated values
Total charge: +3
DFT total energy (eV): -171593.631
E_HOMO (alpha / beta) (eV): -16.70 / -16.88
Relative energy (zero: lowest compared OMol25 entry of this formula, charge and spin) (kJ/mol): 0.0
Largest force on an atom (eV/Å): 0.91
Kohn-Sham gap (alpha / beta) (Ha): 0.329 / 0.219
Multiplicity: 5
LUMO (alpha / beta) (eV): -7.746 / -10.928

Each line ends with the Mulliken spin population.
Positions of all 81 atoms, in Å:
Os1 -0.6277 -0.3569 0.3231  2.4844
As1 1.5904 -1.4289 0.9254  0.0438
As2 1.7664 -4.1338 -1.5425  0.4595
F1 1.0571 -0.3017 -2.0694  0.0232
F2 1.3917 1.3742 -0.7441  -0.0065
F3 -0.3440 1.3153 -2.0421  0.0110
N1 -1.8233 -0.7655 2.1505  -0.0808
N2 -0.3557 1.6336 1.6691  0.2963
N3 -2.4007 0.9960 0.0440  0.0333
C1 0.4200 0.5500 -1.2332  -0.0571
C2 3.7600 1.2573 4.1323  -0.0011
C3 1.6542 -5.4691 3.3550  -0.0023
C4 -1.0504 1.4623 2.9663  -0.0127
C5 2.8773 -2.5093 -1.6328  0.1008
C6 -0.8233 2.7958 0.8887  0.0066
C7 2.4912 -6.1754 -5.6589  0.1323
C8 -2.0424 2.4500 -0.0023  0.0182
C9 0.4214 -3.6888 2.3193  0.0108
C10 2.8197 -3.7571 2.1257  0.0122
C11 1.6032 -3.1392 1.8326  0.0276
C12 3.5834 -5.7376 -4.9073  -0.0194
C13 2.3493 -0.6133 3.5846  0.0014
C14 -3.4895 0.7339 1.0413  -0.0016
C15 2.4694 -0.2984 2.2311  0.0120
C16 -3.2614 -0.5315 1.8523  0.0357
C17 2.8388 -4.9238 2.8766  -0.0092
C18 3.8711 1.5756 2.7855  0.0003
C19 3.3777 -5.1907 -3.6599  0.0606
C20 -2.3643 -3.5732 -0.9821  0.0015
C21 1.1876 -6.0576 -5.1731  -0.0189
C22 -1.0694 -4.0733 -0.9254  -0.0309
C23 0.9640 -5.5125 -3.9271  0.0638
C24 3.2246 0.8026 1.8296  0.0008
C25 2.9960 0.1676 4.5315  0.0012
C26 -1.6232 -1.8206 -2.4639  0.0566
C27 -1.2528 -0.0044 3.2977  0.0673
C28 -0.3320 -2.3357 -2.4291  0.0130
C29 -0.0506 -3.4501 -1.6408  0.1589
C30 3.0283 -1.6297 -0.3960  -0.0170
C31 0.4429 -4.8487 3.0802  0.0041
C32 -2.6389 -2.4402 -1.7392  -0.0039
C33 2.0598 -5.0190 -3.1966  0.1095
H1 -0.4782 1.9232 3.7738  -0.0004
H2 -2.9183 3.0324 0.2807  -0.0007
H3 -1.8880 -0.1025 4.1810  -0.0024
H4 1.6777 -6.3719 3.9501  0.0004
H5 3.3213 1.0676 0.7848  -0.0003
H6 -3.6542 -2.0709 -1.8130  0.0082
H7 -1.8439 -0.9828 -3.1135  0.0148
H8 2.9186 -0.0860 5.5802  0.0001
H9 2.6597 -6.6421 -6.6205  0.0026
H10 3.2925 -0.6258 -0.7276  0.0085
H11 4.5879 -5.8418 -5.2930  0.0013
H12 4.2258 -4.8927 -3.0562  0.0008
H13 -2.7593 0.7586 -0.8798  -0.0098
H14 3.8463 -1.9806 0.2334  -0.0069
H15 -0.8607 -4.9601 -0.3409  -0.0130
H16 -0.0425 -5.4481 -3.5348  0.0025
H17 -3.5683 1.5998 1.6924  -0.0001
H18 -0.5259 -3.2200 2.0843  0.0162
H19 3.7633 -3.3289 1.8106  -0.0033
H20 4.2803 1.8504 4.8720  0.0000
H21 2.4429 -1.9652 -2.4707  0.0097
H22 1.7871 -1.4843 3.9031  0.0018
H23 3.8729 -2.8342 -1.9367  0.0069
H24 -1.8097 2.7074 -1.0288  -0.0002
H25 -1.7565 -1.7443 2.4195  -0.0109
H26 3.7840 -5.3988 3.1025  0.0009
H27 -3.6115 -1.4018 1.2955  -0.0062
H28 -0.4800 -5.2687 3.4577  0.0011
H29 0.6498 1.7015 1.8204  -0.0095
H30 -0.2862 -0.4582 3.5204  -0.0020
H31 -3.8428 -0.4814 2.7761  0.0022
H32 -3.1605 -4.0881 -0.4600  0.0015
H33 -0.0039 3.1263 0.2562  0.0007
H34 4.4669 2.4232 2.4747  -0.0001
H35 -2.0011 1.9891 2.9232  -0.0012
H36 -4.4455 0.6528 0.5235  0.0026
H37 0.3534 -6.4068 -5.7656  0.0008
H38 0.4307 -1.8808 -3.0485  -0.0053
H39 -1.0667 3.6210 1.5599  0.0038

Forces on atoms 1 to 3 (eV/Å):
-0.43 0.54 0.42
0.14 -0.28 0.24
-0.12 0.14 -0.58